1.
DFT (ωB97M-V with the def2-TZVPD basis set) results for the ion C29H35N2 with charge +1 at a distorted geometry.

Each line ends with the natural charge from an NBO analysis.
Positions of all 66 atoms, in Å:
C -2.08 -6.15 0.92  -0.63
C -1.25 -4.92 0.73  0.01
C -0.82 -4.18 1.84  -0.21
C -0.01 -3.05 1.70  -0.02
C 0.44 -2.37 2.97  -0.65
C 0.34 -2.60 0.40  0.03
C 1.20 -1.34 0.23  -0.28
C 2.66 -1.67 0.62  -0.60
C 0.62 -0.08 0.93  -0.41
C 0.36 1.12 -0.07  -0.24
C -0.99 1.77 0.32  -0.06
C -2.24 1.47 -0.32  0.02
C -2.32 0.38 -1.38  -0.65
C -3.42 2.14 0.06  -0.22
C -3.40 3.05 1.14  0.03
C -4.63 3.83 1.49  -0.64
C -2.23 3.18 1.89  -0.22
C -1.03 2.56 1.50  -0.01
C 0.17 2.71 2.39  -0.64
C 1.34 2.14 -0.75  -0.33
C 2.62 1.94 -0.03  0.31
N 3.71 1.77 -0.78  -0.45
C 3.38 2.01 -2.13  0.31
N 4.35 2.28 -3.02  -0.40
C 3.97 3.04 -4.06  0.07
C 2.61 3.34 -4.28  -0.24
C 1.63 2.93 -3.34  -0.13
C 2.00 2.23 -2.20  -0.07
C -0.08 -3.36 -0.73  -0.03
C 0.29 -2.98 -2.14  -0.64
C -0.88 -4.49 -0.55  -0.21
H -2.30 -6.60 -0.06  0.22
H -1.54 -6.88 1.53  0.23
H -3.03 -5.92 1.43  0.23
H -1.11 -4.50 2.84  0.21
H 1.31 -1.73 2.84  0.20
H -0.36 -1.74 3.40  0.22
H 0.69 -3.14 3.71  0.24
H 1.22 -1.17 -0.85  0.21
H 3.01 -2.57 0.08  0.23
H 3.33 -0.86 0.34  0.17
H 2.78 -1.89 1.70  0.21
H -0.31 -0.48 1.42  0.27
H 1.30 0.26 1.73  0.20
H 0.19 0.63 -1.04  0.25
H -3.37 0.19 -1.66  0.23
H -1.82 0.67 -2.31  0.21
H -1.90 -0.57 -1.02  0.23
H -4.36 1.98 -0.50  0.22
H -4.41 4.50 2.32  0.22
H -5.03 4.44 0.66  0.23
H -5.41 3.13 1.80  0.23
H -2.19 3.83 2.76  0.21
H -0.07 3.43 3.17  0.24
H 0.45 1.76 2.86  0.22
H 1.06 3.09 1.88  0.18
H 0.74 3.12 -0.59  0.34
H 2.67 2.03 1.05  0.25
H 4.67 1.54 -0.46  0.47
H 4.71 3.47 -4.76  0.23
H 2.29 3.84 -5.20  0.25
H 0.58 3.22 -3.43  0.24
H -0.09 -3.75 -2.84  0.23
H -0.14 -2.02 -2.47  0.21
H 1.38 -2.91 -2.27  0.21
H -1.21 -5.06 -1.43  0.21

* total charge: +1
* 2S+1: 1
* LUMO energy: -0.1700 Ha

2.
DFT (ωB97M-V with the def2-TZVPD basis set) results for a structure of composition C3H4IN at a distorted geometry.

Each line ends with the natural charge from an NBO analysis.
Positions of all 9 atoms, in Å:
C 0.44 -2.12 0.61  0.21
C 0.26 0.18 -0.23  -0.63
C 0.32 -0.75 0.96  -0.42
N 0.56 -3.22 0.31  -0.28
I 1.86 -0.22 2.38  0.16
H -0.61 -0.06 -0.84  0.23
H 0.16 1.22 0.10  0.23
H 1.15 0.09 -0.84  0.23
H -0.92 -0.60 1.64  0.27

* 2S+1: 1
* LUMO energy: -0.0073 Ha

3.
DFT (ωB97M-V with the def2-TZVPD basis set) results for the ion C6H11N with charge +1 at a distorted geometry.

Each line ends with the natural charge from an NBO analysis.
Positions of all 18 atoms, in Å:
C 0.77 2.31 0.21  -0.63
C 0.12 1.35 -0.79  -0.41
N 0.99 -1.98 0.84  -0.64
C 0.76 -0.67 0.71  0.13
C -0.14 -0.03 -0.13  0.06
C -1.31 -0.68 -0.62  -0.25
C -2.06 -1.64 0.02  -0.21
H 1.78 1.91 0.37  0.20
H 0.98 3.14 -0.42  0.24
H 0.38 2.73 1.12  0.24
H -0.81 1.68 -1.20  0.23
H 0.86 1.18 -1.57  0.24
H 0.61 -2.68 0.20  0.43
H 1.95 -2.13 1.13  0.42
H 1.55 -0.03 1.06  0.23
H -1.81 -0.37 -1.56  0.25
H -1.92 -1.73 1.13  0.21
H -2.70 -2.35 -0.49  0.23

* total charge: +1
* 2S+1: 2
* LUMO energy (alpha / beta): -0.1660 / -0.2434 Ha

4.
DFT (ωB97M-V with the def2-TZVPD basis set) results for a structure of composition C2H7N2S2 at a distorted geometry.

Each line ends with the natural charge from an NBO analysis.
Positions of all 13 atoms, in Å:
C -0.88 -0.39 0.16  -0.05
C 0.37 0.11 0.64  0.15
N -1.99 -0.38 0.94  -0.77
N 1.66 -0.12 0.44  -0.71
S 0.63 0.44 -2.68  -0.02
S -0.53 1.22 -1.13  0.11
H -0.74 -1.26 -0.65  0.26
H 0.10 0.69 1.45  0.21
H -2.81 -0.73 0.49  0.43
H -1.95 0.35 1.66  0.41
H 2.39 0.19 1.11  0.45
H 1.80 0.41 -2.01  0.11
H 1.94 -0.51 -0.42  0.41

* total charge: +1
* 2S+1: 1
* LUMO energy: -0.1636 Ha

5.
DFT (ωB97M-V with the def2-TZVPD basis set) results for a structure of composition C22H12BF4N4O2PtS2.

Each line ends with the natural charge from an NBO analysis.
Positions of all 48 atoms, in Å:
Pt 0.20 0.28 1.27  1.10
O -0.99 1.25 3.10  -0.63
C -2.22 1.52 3.05  0.41
C -3.07 1.18 4.16  -0.22
C -4.38 1.53 4.19  -0.20
C -4.97 2.23 3.09  -0.25
C -4.21 2.54 2.00  -0.16
C -2.84 2.18 1.92  -0.17
C -2.14 2.49 0.74  0.09
N -0.92 2.11 0.47  -0.27
N -0.35 2.61 -0.62  -0.37
C 0.95 2.23 -0.69  0.59
O 1.55 1.63 0.24  -0.64
C 1.70 2.56 -1.92  -0.07
C 1.11 3.21 -3.00  -0.19
C 1.84 3.47 -4.14  -0.23
C 3.18 3.08 -4.21  -0.20
C 3.77 2.42 -3.14  -0.22
C 3.03 2.16 -2.00  -0.17
H -2.61 0.65 4.99  0.22
H -4.99 1.28 5.05  0.21
H -6.01 2.50 3.13  0.21
H -4.66 3.05 1.16  0.21
H -2.65 3.09 -0.02  0.19
H 0.07 3.51 -2.92  0.23
H 1.38 3.97 -4.98  0.21
H 3.75 3.27 -5.11  0.20
H 4.80 2.09 -3.21  0.21
H 3.46 1.60 -1.17  0.26
S -0.76 -0.85 -0.69  0.10
C -0.33 -2.43 -0.25  -0.21
C -0.17 -3.40 -1.26  -0.12
C 0.19 -4.69 -0.96  -0.14
C 0.32 -5.65 -2.03  0.29
N 0.39 -6.42 -2.88  -0.31
C 0.42 -5.06 0.39  -0.13
C 0.26 -4.14 1.39  -0.14
C -0.13 -2.81 1.11  -0.19
S -0.38 -1.74 2.42  0.01
C 0.82 -6.41 0.72  0.29
N 1.14 -7.48 0.98  -0.31
H -0.32 -3.11 -2.29  0.24
H 0.45 -4.43 2.41  0.24
F 4.21 -0.96 -0.15  -0.56
B 2.89 -1.42 -0.13  1.36
F 2.26 -0.93 1.10  -0.58
F 2.16 -0.92 -1.23  -0.57
F 2.82 -2.82 -0.10  -0.57

* total charge: -1
* 2S+1: 5
* LUMO energy (alpha / beta): 0.0679 / -0.0082 Ha

no.,calculated total energy (eV)
1,-33613.518
2,-12765.068
3,-7881.345
4,-26830.115
5,-69533.442